Entry 1:
Entry from the OMol25 dataset: C36H58BrClInN3O7SSi2 as an isolated structure in a non-equilibrium geometry (the ωB97M-V functional and the def2-TZVPD basis).

Values from the calculation:
HOMO energy (eV): -2.575
LUMO (eV): 3.89
Energy relative to the best compared isomer or geometry (same formula, charge and spin) (eV): 0.000
Net charge: -2
2S+1: 1

Positions of all 110 atoms, in Å:
In (-22.541, 3.285, 2.963)
C (-27.383, -0.176, -1.979)
C (-27.119, -1.262, -0.883)
C (-26.661, -2.537, -1.588)
C (-28.477, -1.517, -0.146)
C (-26.105, -0.725, 0.151)
C (-26.460, 0.240, 1.091)
C (-25.549, 0.905, 1.852)
Br (-26.175, 2.105, 3.174)
C (-24.151, 0.605, 1.755)
O (-23.230, 1.416, 2.034)
C (-23.827, -0.740, 1.109)
C (-24.831, -1.270, 0.301)
C (-22.573, -1.551, 1.488)
C (-22.444, -2.827, 0.613)
C (-21.285, -0.795, 1.470)
C (-22.883, -1.882, 2.958)
H (-28.041, -0.521, -2.786)
H (-26.405, 0.101, -2.387)
H (-27.808, 0.727, -1.515)
H (-27.291, -3.027, -2.333)
H (-26.379, -3.393, -0.929)
H (-25.720, -2.291, -2.107)
H (-29.101, -2.220, -0.751)
H (-29.065, -0.611, 0.085)
H (-28.375, -2.039, 0.860)
H (-27.477, 0.628, 1.184)
H (-24.551, -2.111, -0.284)
H (-22.242, -2.530, -0.421)
H (-23.372, -3.432, 0.649)
H (-21.572, -3.408, 0.930)
H (-20.998, -0.408, 0.462)
H (-20.462, -1.519, 1.706)
H (-21.292, 0.049, 2.156)
H (-23.900, -2.295, 3.070)
H (-22.839, -0.937, 3.553)
H (-22.154, -2.593, 3.354)
Cl (-16.536, 6.987, 7.532)
C (-16.748, 7.032, 5.805)
C (-16.709, 8.224, 5.108)
C (-17.279, 8.229, 3.829)
C (-17.753, 7.034, 3.280)
N (-17.657, 5.863, 3.919)
C (-17.332, 5.906, 5.209)
H (-16.362, 9.125, 5.657)
H (-17.400, 9.104, 3.136)
H (-18.179, 7.078, 2.258)
H (-17.433, 4.954, 5.756)
C (-23.941, 1.386, 6.937)
S (-23.096, 2.658, 6.071)
O (-21.858, 2.899, 6.777)
O (-23.957, 3.845, 5.921)
O (-22.887, 1.962, 4.679)
H (-23.852, 1.547, 8.024)
H (-23.404, 0.480, 6.710)
H (-25.009, 1.437, 6.625)
O (-19.485, 7.279, 0.478)
N (-20.026, 6.172, 0.247)
O (-19.814, 5.529, -0.857)
O (-20.831, 5.647, 1.051)
C (-21.409, 6.148, 4.764)
Si (-22.985, 6.601, 3.791)
C (-22.470, 8.111, 2.742)
C (-24.277, 7.038, 5.072)
C (-23.777, 5.196, 2.712)
Si (-24.247, 5.186, 0.800)
C (-25.794, 4.284, 0.529)
C (-24.375, 7.047, 0.206)
C (-23.171, 4.237, -0.385)
H (-20.956, 7.029, 5.180)
H (-20.749, 5.660, 4.117)
H (-21.805, 5.475, 5.557)
H (-21.842, 8.691, 3.427)
H (-23.276, 8.706, 2.338)
H (-21.809, 7.810, 1.907)
H (-23.828, 7.734, 5.831)
H (-24.635, 6.120, 5.479)
H (-25.090, 7.593, 4.538)
H (-24.654, 5.013, 3.377)
H (-26.440, 4.411, 1.423)
H (-25.682, 3.176, 0.380)
H (-26.314, 4.703, -0.378)
H (-24.999, 7.798, 0.745)
H (-24.817, 7.033, -0.810)
H (-23.374, 7.494, 0.239)
H (-22.295, 4.859, -0.679)
H (-23.706, 4.095, -1.357)
H (-22.806, 3.275, -0.034)
C (-17.952, 3.198, -0.359)
N (-19.045, 2.219, -0.160)
C (-19.410, 1.573, -1.357)
C (-20.081, 2.558, 0.825)
C (-19.615, 2.358, 2.234)
C (-18.478, 1.604, 2.561)
C (-18.120, 1.501, 3.894)
C (-18.715, 2.352, 4.844)
C (-19.829, 3.094, 4.512)
C (-20.382, 2.980, 3.248)
H (-17.137, 2.715, -0.924)
H (-17.546, 3.560, 0.627)
H (-18.322, 4.049, -0.898)
H (-18.532, 1.189, -1.929)
H (-20.026, 2.234, -2.003)
H (-20.046, 0.729, -1.161)
H (-20.913, 1.887, 0.637)
H (-20.482, 3.634, 0.718)
H (-17.935, 1.047, 1.792)
H (-17.314, 0.828, 4.215)
H (-18.322, 2.376, 5.871)
H (-20.263, 3.766, 5.271)

=====

Entry 2:
Entry from the OMol25 dataset: C36H58N3O4Os as an isolated structure in a non-equilibrium geometry (the ωB97M-V functional and the def2-TZVPD basis).

Values from the calculation:
HOMO energy (alpha / beta) (eV): -10.790 / -10.579
LUMO (alpha / beta) (eV): -4.53 / -4.80
Net charge: +1
2S+1: 1

Positions of all 102 atoms, in Å:
Os (0.665, -0.447, -1.652)
C (1.164, 1.759, -3.892)
N (2.095, 1.092, -2.977)
C (3.149, 0.400, -3.727)
C (2.670, 2.019, -1.998)
C (1.754, 2.229, -0.817)
N (1.396, 0.982, -0.109)
C (0.374, 1.321, 0.912)
C (-0.833, 2.034, 0.381)
C (-1.238, 3.236, 0.929)
C (-2.446, 3.830, 0.573)
C (-3.298, 3.079, -0.236)
C (-2.924, 1.887, -0.837)
C (-1.588, 1.444, -0.650)
O (-1.070, 0.511, -1.446)
C (-3.912, 1.061, -1.664)
C (-3.479, 1.078, -3.143)
C (-3.956, -0.376, -1.105)
C (-5.341, 1.604, -1.569)
C (-2.818, 5.211, 1.093)
C (-4.207, 5.659, 0.631)
C (-1.787, 6.229, 0.577)
C (-2.800, 5.213, 2.630)
C (2.602, 0.432, 0.574)
C (2.405, -0.911, 1.209)
C (2.642, -1.124, 2.547)
C (2.558, -2.407, 3.091)
C (2.118, -3.418, 2.249)
C (1.843, -3.254, 0.892)
C (2.077, -1.976, 0.341)
O (2.019, -1.696, -0.967)
C (1.252, -4.459, 0.145)
C (0.949, -4.214, -1.335)
C (2.203, -5.662, 0.234)
C (-0.082, -4.804, 0.837)
C (2.993, -2.653, 4.529)
C (4.503, -2.376, 4.620)
C (2.236, -1.716, 5.482)
C (2.743, -4.096, 4.975)
H (1.690, 2.478, -4.527)
H (0.385, 2.276, -3.331)
H (0.692, 1.014, -4.530)
H (3.768, 1.124, -4.269)
H (2.699, -0.287, -4.439)
H (3.782, -0.168, -3.047)
H (2.868, 2.999, -2.447)
H (3.630, 1.618, -1.675)
H (0.828, 2.694, -1.156)
H (2.232, 2.919, -0.114)
H (0.833, 1.945, 1.686)
H (0.068, 0.383, 1.381)
H (-0.603, 3.708, 1.670)
H (-4.296, 3.445, -0.419)
H (-2.436, 0.793, -3.256)
H (-3.598, 2.082, -3.552)
H (-4.102, 0.402, -3.734)
H (-2.964, -0.792, -0.942)
H (-4.514, -1.025, -1.784)
H (-4.474, -0.379, -0.145)
H (-5.444, 2.578, -2.047)
H (-5.664, 1.680, -0.530)
H (-6.017, 0.915, -2.077)
H (-4.272, 5.708, -0.457)
H (-4.410, 6.656, 1.020)
H (-4.986, 4.993, 1.006)
H (-1.761, 6.237, -0.514)
H (-0.786, 6.002, 0.948)
H (-2.055, 7.229, 0.920)
H (-3.456, 4.436, 3.024)
H (-3.146, 6.178, 3.002)
H (-1.794, 5.048, 3.019)
H (2.940, 1.151, 1.327)
H (3.381, 0.318, -0.180)
H (2.928, -0.283, 3.168)
H (1.963, -4.402, 2.668)
H (1.857, -4.054, -1.913)
H (0.299, -3.351, -1.467)
H (0.435, -5.087, -1.743)
H (3.134, -5.452, -0.293)
H (1.736, -6.532, -0.229)
H (2.442, -5.918, 1.265)
H (-0.735, -3.929, 0.872)
H (0.070, -5.155, 1.857)
H (-0.594, -5.595, 0.286)
H (4.739, -1.343, 4.365)
H (5.055, -3.029, 3.942)
H (4.856, -2.564, 5.635)
H (2.466, -0.667, 5.290)
H (2.516, -1.937, 6.513)
H (1.160, -1.859, 5.377)
H (3.311, -4.805, 4.372)
H (1.683, -4.347, 4.921)
H (3.062, -4.212, 6.011)
N (-1.348, -1.930, -2.408)
C (-1.251, -2.296, -3.817)
C (0.126, -1.865, -4.379)
O (0.430, -2.044, -5.533)
O (0.852, -1.293, -3.480)
H (-1.450, -2.727, -1.796)
H (-2.068, -1.248, -2.223)
H (-1.995, -1.790, -4.432)
H (-1.327, -3.369, -3.981)